# 1
15
Properties=species:S:1:pos:R:3:nbo_charge:R:1 method="wB97M-V/def2-TZVPD" multiplicity=1 homo_ev=-7.95 smiles="C=C[NH2+][P@](=C)([O-])O" gap_ev=8.411
H -1.61 -1.77 -0.80 0.221
H -0.13 1.48 -0.02 0.415
H 1.25 -1.58 1.39 0.498
O 1.43 -1.48 -1.00 -1.108
O 1.27 -0.67 1.37 -0.996
H -2.54 -1.65 0.76 0.219
P 1.59 -0.32 -0.17 2.127
C 2.87 0.81 -0.21 -1.172
H -1.39 0.48 1.38 0.200
N -0.27 0.52 -0.27 -0.821
H 3.03 1.12 -1.21 0.223
C -1.25 -0.15 0.41 -0.017
H -0.44 0.66 -1.26 0.415
H 2.68 1.43 0.58 0.209
C -1.83 -1.23 0.12 -0.413

=====

# 2
15
Properties=species:S:1:pos:R:3:nbo_charge:R:1 method="wB97M-V/def2-TZVPD" multiplicity=1 homo_ev="-8.29 / -7.53" gap_ev="7.968 / 6.875"
N 0.84 -0.02 -1.04 -0.501
P -2.36 0.07 0.43 1.388
H -0.13 -0.10 1.31 0.204
H -0.64 1.54 1.07 0.219
C 1.74 -0.62 -0.21 -0.070
O -2.70 1.19 -0.61 -0.992
C 2.86 -0.06 0.23 -0.389
H 1.67 -1.65 -0.02 0.177
O -2.45 -1.29 -0.55 -0.991
H -2.26 -2.13 -0.21 0.496
H -3.51 1.25 -1.05 0.512
H 3.07 1.03 0.12 0.185
H 1.19 0.89 -1.15 0.311
H 3.43 -0.62 0.91 0.194
C -0.75 0.52 0.77 -0.743

=====

# 3
15
Properties=species:S:1:pos:R:3:nbo_charge:R:1 method="wB97M-V/def2-TZVPD" charge=+1 multiplicity=1 homo_ev=-14.33 smiles=CCO[C@]1([NH3+])OS1 gap_ev=9.042
H -1.83 0.74 -0.37 0.204
C 0.23 1.17 0.17 -0.083
H 0.02 -2.44 -0.99 0.489
O 2.74 -0.63 -1.21 -0.500
O 0.48 -0.25 0.18 -0.554
H -1.61 2.47 0.46 0.249
H 0.85 1.61 1.04 0.204
C 1.42 -0.94 -1.08 0.424
C -1.29 1.42 0.42 -0.647
S 1.71 -0.22 -2.59 0.566
H 1.40 -2.96 -1.63 0.462
N 1.08 -2.35 -0.89 -0.738
H 1.57 -2.56 0.07 0.498
H -1.76 1.02 1.32 0.235
H 0.61 1.55 -0.86 0.191

=====

# 4
16
Properties=species:S:1:pos:R:3:nbo_charge:R:1 method="wB97M-V/def2-TZVPD" s_squared=0.755 charge=+2 multiplicity=2 homo_ev="-18.86 / -18.85" gap_ev="9.705 / 6.384"
C 0.33 -1.22 -1.42 0.788
H -1.49 0.65 -0.70 0.347
H 0.07 1.39 -0.68 0.297
H 1.55 -0.35 1.55 0.431
H -2.86 3.18 2.32 0.272
N 1.62 -0.35 0.61 -0.707
H 1.99 0.54 0.10 0.481
S -1.10 1.05 1.65 0.475
C 0.19 -0.57 -0.02 -0.186
H 2.27 -1.31 0.35 0.524
O 1.45 -1.24 -1.87 -0.518
C -0.58 0.66 -0.02 -0.656
S -1.48 3.12 1.84 0.273
H -0.37 -1.39 0.52 0.276
O -0.83 -1.68 -1.82 -0.657
H -0.76 -2.48 -2.43 0.560

=====

# 5
15
Properties=species:S:1:pos:R:3:nbo_charge:R:1 method="wB97M-V/def2-TZVPD" s_squared=0.754 multiplicity=2 homo_ev="-9.69 / -9.69" gap_ev="9.914 / 6.316"
O 2.09 -0.09 -2.11 -0.451
H 2.26 0.32 -0.60 0.474
O -1.35 -1.38 0.10 -0.621
H -0.51 0.45 -0.43 0.381
H 0.92 -1.04 0.01 0.188
O 2.06 0.58 0.32 -0.693
C -2.65 0.67 0.39 -0.684
H -2.45 1.42 1.14 0.238
H 1.10 -0.66 1.76 0.192
H 1.93 0.49 -2.89 0.443
C 1.00 -0.24 0.76 0.038
C -1.35 -0.15 0.27 0.454
H -3.02 0.94 -0.60 0.232
H -3.43 0.01 0.79 0.242
N -0.24 0.52 0.79 -0.432

=====

# 6
15
Properties=species:S:1:pos:R:3:nbo_charge:R:1 method="wB97M-V/def2-TZVPD" charge=+1 multiplicity=1 homo_ev=-15.14 smiles=O[C@@H]1[NH2+]CO[C@H]1O gap_ev=11.740
O 0.48 -1.40 0.35 -0.480
N 0.00 0.74 1.02 -0.546
H -1.29 -0.85 1.40 0.195
H 0.22 -0.81 2.39 0.221
C 0.08 0.91 -0.42 0.216
H 0.96 -0.95 -1.49 0.188
H 1.27 1.90 -1.59 0.516
H -0.72 1.35 -0.93 0.210
C -0.19 -0.76 1.34 0.110
O 1.23 1.64 -0.62 -0.686
C 0.16 -0.75 -0.92 0.359
H -0.74 1.35 1.44 0.461
O -1.10 -1.27 -1.35 -0.756
H 0.92 0.90 1.38 0.454
H -1.27 -1.98 -2.01 0.538

=====

# 7
16
Properties=species:S:1:pos:R:3:nbo_charge:R:1 method="wB97M-V/def2-TZVPD" s_squared=0.757 multiplicity=2 homo_ev="-9.54 / -9.53" gap_ev="9.981 / 5.644"
H 0.88 -1.20 0.91 0.221
H 0.41 1.56 1.60 0.418
H 1.48 1.98 -2.51 0.462
N 0.43 0.85 0.90 -0.569
O 1.28 2.33 -0.46 -0.245
H -0.65 -2.87 2.14 0.114
C 0.11 -0.50 1.27 -0.240
C 0.75 1.14 -0.41 0.799
C -1.25 -0.98 0.78 -0.528
H 1.45 1.10 -3.69 0.468
H -2.01 -0.23 0.95 0.221
O 0.67 0.31 -1.29 -0.616
H -1.19 -1.13 -0.29 0.238
H 0.15 -0.62 2.36 0.213
S -1.80 -2.50 1.59 -0.020
O 1.53 2.04 -3.48 -0.935

=====

# 8
14
Properties=species:S:1:pos:R:3:nbo_charge:R:1 method="wB97M-V/def2-TZVPD" multiplicity=1 homo_ev="-7.37 / -7.37" gap_ev="6.734 / 6.737"
H -0.95 1.97 -0.38 0.233
H -2.02 -1.45 1.72 0.247
O -1.01 1.01 1.94 -1.149
H 2.13 -0.85 -0.20 0.235
C -0.09 1.50 -0.76 0.017
C -1.34 -1.30 0.87 -0.985
H 1.36 -0.54 -1.80 0.218
H 0.41 1.83 -1.55 0.161
H 2.33 0.72 -1.07 0.213
H -0.93 -2.30 0.65 0.215
N 0.49 0.46 -0.17 -0.508
P -0.10 -0.04 1.44 1.314
C 1.67 -0.13 -0.83 -0.427
H -1.96 -0.88 0.13 0.216

=====

Result set for DFT total energy: -665.6472; -665.5659; -722.1191; -1119.9613; -399.3753; -399.2727; -797.7048; -590.3992 hartree, one per record in the order listed.